[1]
29
Properties=species:S:1:pos:R:3 method="wB97M-V/def2-TZVPD" molar_mass_g_mol=279.7 orbital_gap_ev=8.74 lumo_energy_ev=-0.848 largest_force_ev_per_a=0.97 homo_ev=-9.59
C -1.64 -4.33 -0.96
O -1.78 -2.89 -0.87
B -0.71 -2.19 -1.39
O -0.52 -2.07 -2.74
B 0.38 -1.39 -0.36
C -0.12 -0.49 0.83
C 0.34 0.95 0.49
C -0.57 1.99 1.13
C -0.43 3.39 0.55
F 0.02 3.38 -0.72
F -1.64 4.00 0.54
C 0.53 4.28 1.35
F 0.20 4.32 2.66
F 0.53 5.54 0.86
F 1.78 3.78 1.23
P 2.30 -1.53 -0.60
O 2.77 -2.64 -1.45
H -2.35 -4.71 -1.69
H -1.86 -4.74 0.02
H -0.63 -4.60 -1.24
H -0.98 -2.74 -3.23
H -1.19 -0.53 0.95
H 0.37 -0.83 1.74
H 1.37 1.07 0.78
H 0.29 1.07 -0.59
H -1.60 1.69 0.96
H -0.39 2.00 2.19
H 2.67 -0.26 -1.11
H 2.87 -1.50 0.70


[2]
12
Properties=species:S:1:pos:R:3 method="wB97M-V/def2-TZVPD" charge=-1 relative_energy_kj_mol=36.6 molar_mass_g_mol=78.2 orbital_gap_ev=6.66 lumo_energy_ev=4.156 largest_force_ev_per_a=2.17 homo_ev=-2.50
S 2.86 0.84 -1.12
H 2.65 2.18 -1.17
C -0.68 0.08 -0.79
C -0.60 0.00 0.70
N -0.59 -1.40 1.18
H -1.68 -0.20 -1.16
H -0.54 1.10 -1.16
H -0.04 -0.46 -1.48
H 0.27 0.53 1.10
H -1.48 0.54 1.07
H 0.17 -1.82 0.67
H -0.34 -1.38 2.16


[3]
51
Properties=species:S:1:pos:R:3 method="wB97M-V/def2-TZVPD" charge=+2 relative_energy_kj_mol=200.3 molar_mass_g_mol=540.3 orbital_gap_ev=7.57 lumo_energy_ev=-7.335 largest_force_ev_per_a=0.60 homo_ev=-14.90
Ti -0.55 0.02 -0.37
C -3.96 1.20 1.06
C -3.40 1.63 -0.25
C -4.14 2.46 -1.13
C -3.63 2.82 -2.35
C -2.35 2.36 -2.75
C -1.73 2.61 -3.99
C -0.50 2.06 -4.27
C 0.17 1.23 -3.35
C -0.39 0.98 -2.11
S 1.16 0.85 0.94
C -1.66 1.56 -1.83
N -2.19 1.23 -0.60
H -4.33 2.07 1.62
H -3.23 0.66 1.66
H -4.82 0.55 0.89
H -5.12 2.79 -0.82
H -4.21 3.45 -3.01
H -2.23 3.23 -4.73
H -0.04 2.25 -5.23
H 1.11 0.78 -3.62
C 1.03 5.47 2.56
As 0.99 3.55 2.69
C 2.65 2.90 3.39
C -0.47 2.95 3.77
S 0.75 2.88 0.61
H 1.15 5.88 3.56
H 0.09 5.82 2.14
H 1.87 5.77 1.93
H 2.76 3.29 4.41
H 3.47 3.26 2.77
H 2.64 1.81 3.41
H -0.33 3.31 4.79
H -0.48 1.86 3.76
H -1.40 3.34 3.36
O -1.69 -1.26 0.98
C -1.59 -2.04 0.01
O -0.50 -1.85 -0.73
C -2.64 -2.94 -0.46
C -3.54 -3.50 0.46
C -4.58 -4.29 0.00
C -4.76 -4.48 -1.36
C -3.87 -3.89 -2.25
C -2.80 -3.13 -1.83
N -4.09 -4.04 -3.70
O -3.45 -3.30 -4.42
O -4.89 -4.86 -4.06
H -3.40 -3.33 1.52
H -5.26 -4.75 0.70
H -5.57 -5.08 -1.75
H -2.11 -2.72 -2.55


[4]
19
Properties=species:S:1:pos:R:3 method="wB97M-V/def2-TZVPD" relative_energy_kj_mol=183.3 molar_mass_g_mol=74.2 orbital_gap_ev=12.25 lumo_energy_ev=1.108 largest_force_ev_per_a=4.66 homo_ev=-11.14
C 1.36 0.97 1.99
C 2.13 -0.18 2.44
H 0.85 0.60 1.01
H 0.54 1.29 2.58
H 1.80 1.96 1.88
H 2.12 -0.16 3.49
H 3.19 -0.23 1.95
H 1.64 -1.08 2.09
C -1.31 -0.14 -0.91
C -2.14 0.21 -2.18
C -0.13 -0.97 -1.36
H -0.97 0.99 -0.57
H -2.15 -0.58 -0.26
H -2.53 -0.62 -2.74
H 0.27 -1.49 -0.44
H -0.49 -1.68 -2.15
H -1.46 0.81 -2.88
H -2.88 1.15 -1.96
H 0.63 -0.29 -1.91


[5]
46
Properties=species:S:1:pos:R:3 method="wB97M-V/def2-TZVPD" charge=+4 relative_energy_kj_mol=138.5 molar_mass_g_mol=704.2 orbital_gap_ev=6.96 lumo_energy_ev=-11.948 largest_force_ev_per_a=0.27 homo_ev=-18.91
Sn -0.08 -0.74 0.35
Cl -10.22 -2.03 -0.56
C -8.63 -2.48 -0.39
C -7.65 -1.43 -0.34
C -6.35 -1.75 -0.20
Cl -5.13 -0.58 -0.12
C -5.92 -3.19 -0.11
O -4.77 -3.51 -0.01
C -7.03 -4.23 -0.17
Cl -6.56 -5.82 -0.06
C -8.33 -3.86 -0.30
H -7.98 -0.40 -0.41
H -9.13 -4.59 -0.35
Br 1.92 -2.97 0.26
C 3.05 -2.76 -1.32
Br 4.14 -1.18 -1.26
H 2.39 -2.68 -2.18
H 3.68 -3.64 -1.34
N 2.70 3.66 3.23
C 1.97 2.35 3.30
P 2.57 1.21 1.97
O 3.37 2.04 1.02
O 1.34 0.46 1.48
C 3.76 0.00 2.73
N 5.03 0.01 1.93
H 2.07 4.46 3.38
H 3.13 3.77 2.30
H 3.44 3.75 3.93
H 0.91 2.53 3.11
H 2.06 1.94 4.31
H 3.34 -1.00 2.74
H 4.00 0.28 3.75
H 5.11 0.90 1.42
H 5.02 -0.73 1.21
H 5.86 -0.13 2.51
C 1.60 2.82 -4.43
N 1.02 1.63 -3.79
C 1.27 1.26 -2.55
N 2.06 1.99 -1.78
S 0.51 -0.25 -2.06
H 1.19 2.89 -5.44
H 2.68 2.72 -4.51
H 1.33 3.72 -3.89
H 0.40 1.05 -4.33
H 2.49 2.82 -2.15
H 2.37 1.68 -0.87


[6]
33
Properties=species:S:1:pos:R:3 method="wB97M-V/def2-TZVPD" relative_energy_kj_mol=297.1 molar_mass_g_mol=218.3 orbital_gap_ev=10.01 lumo_energy_ev=0.327 largest_force_ev_per_a=4.54 homo_ev=-9.68
C -1.32 -0.50 0.45
C 0.14 -0.65 0.44
C -1.98 -0.35 -0.93
C -3.52 -0.24 -0.77
C -4.03 1.19 -0.55
C -4.30 -1.26 0.09
C 2.19 0.43 -0.49
C 3.30 -0.64 -0.46
C 2.27 1.62 0.53
H -1.52 1.61 0.79
H -1.05 0.71 2.21
H -1.72 -1.51 0.79
H -1.69 0.55 -1.43
H -1.73 -1.27 -1.57
H -3.92 -0.54 -1.84
H -3.62 1.45 0.44
H -3.60 1.92 -1.25
H -5.15 1.29 -0.51
H -3.68 -2.32 0.15
H -5.39 -1.47 -0.45
H -4.36 -0.86 1.14
H 0.24 0.31 -1.21
H 2.32 0.85 -1.52
H 3.23 2.18 0.50
H 2.08 1.22 1.52
H 1.36 3.42 0.60
H 2.16 -1.85 0.55
N -1.67 0.64 1.30
N 0.84 -0.09 -0.54
O 0.70 -1.27 1.38
O 4.28 -0.45 -1.10
O 1.30 2.59 0.17
O 3.15 -1.76 0.28


[7]
41
Properties=species:S:1:pos:R:3 method="wB97M-V/def2-TZVPD" relative_energy_kj_mol=460.9 molar_mass_g_mol=292.3 orbital_gap_ev=9.41 lumo_energy_ev=0.617 largest_force_ev_per_a=5.09 homo_ev=-8.79
O -1.58 0.28 3.54
O 1.85 0.76 -2.70
O -5.59 0.47 2.36
O 4.58 -0.05 -1.67
C -2.03 0.25 2.40
C 2.09 0.16 -1.68
C -5.38 -0.58 1.52
C -4.04 -0.82 1.34
C -3.40 0.19 2.16
C -4.40 0.95 2.70
N -1.05 0.28 1.40
N 1.05 0.22 -0.66
C -4.32 1.90 3.80
C 5.16 -0.28 -2.93
C 3.32 -0.85 -1.65
C -1.42 0.49 0.00
C 0.37 0.29 1.74
C -0.22 0.91 -0.90
C 1.34 -0.23 0.68
C 4.22 -1.04 -3.86
C 3.36 -1.77 -2.92
H -6.22 -1.16 1.04
H -3.73 -1.65 0.64
H -4.30 1.41 4.76
H -3.51 2.56 3.44
H -5.21 2.48 3.79
H 5.89 -1.09 -2.74
H 5.39 0.69 -3.39
H 3.40 -1.39 -0.71
H -2.24 1.26 -0.08
H -1.84 -0.50 -0.39
H 0.48 -0.33 2.61
H 0.60 1.29 2.07
H -0.11 1.96 -0.75
H -0.46 0.83 -1.88
H 1.20 -1.35 0.74
H 2.34 0.02 1.08
H 4.62 -1.65 -4.66
H 3.68 -0.18 -4.41
H 2.31 -1.96 -3.15
H 3.77 -2.78 -2.68


[8]
74
Properties=species:S:1:pos:R:3 method="wB97M-V/def2-TZVPD" charge=-1 molar_mass_g_mol=398.7 orbital_gap_ev=5.58 lumo_energy_ev=2.327 largest_force_ev_per_a=3.69 homo_ev=-3.25
N 1.24 1.01 -5.49
N 0.15 0.32 -4.99
P -1.40 0.97 -5.61
S -1.42 2.89 -5.92
H 1.39 0.86 -6.52
H 1.24 2.02 -5.23
H -2.38 0.72 -4.54
H -1.91 0.31 -6.78
C -1.65 -3.12 -6.04
C -1.20 -3.12 -4.58
N -2.31 -3.03 -3.63
C -1.88 -2.72 -2.26
C -1.01 -3.75 -1.55
C -3.35 -4.06 -3.74
C -2.92 -5.52 -3.63
H -2.29 -2.25 -6.25
H -0.78 -3.06 -6.69
H -2.20 -4.03 -6.30
H -0.55 -2.25 -4.44
H -0.58 -4.00 -4.40
H -2.76 -2.52 -1.64
H -1.33 -1.77 -2.28
H -1.59 -4.63 -1.24
H -0.59 -3.31 -0.63
H -0.17 -4.08 -2.16
H -3.86 -3.93 -4.70
H -4.14 -3.87 -3.00
H -2.04 -5.74 -4.24
H -3.73 -6.16 -3.98
H -2.71 -5.80 -2.60
C 1.04 0.67 -0.82
C 1.58 0.51 0.60
N 1.91 -0.88 0.96
C 2.12 -1.08 2.39
C 3.31 -0.36 3.03
C 2.85 -1.57 0.08
C 4.23 -0.93 -0.12
H 0.19 0.00 -0.99
H 0.71 1.70 -0.97
H 1.81 0.46 -1.57
H 0.80 0.87 1.28
H 2.44 1.17 0.73
H 2.20 -2.15 2.60
H 1.21 -0.76 2.92
H 4.26 -0.83 2.76
H 3.23 -0.42 4.12
H 3.35 0.70 2.77
H 2.39 -1.68 -0.91
H 2.99 -2.60 0.43
H 4.17 0.14 -0.33
H 4.73 -1.40 -0.97
H 4.87 -1.09 0.75
C -1.96 4.88 3.16
C -1.42 4.72 4.58
N -1.09 3.33 4.94
C -0.88 3.14 6.37
C 0.31 3.85 7.01
C -0.15 2.65 4.06
C 1.23 3.28 3.86
H -2.81 4.22 2.99
H -2.29 5.91 3.01
H -1.19 4.67 2.41
H -2.20 5.08 5.26
H -0.56 5.38 4.71
H -0.80 2.06 6.58
H -1.79 3.45 6.90
H 1.26 3.38 6.74
H 0.23 3.79 8.10
H 0.35 4.91 6.75
H -0.61 2.53 3.07
H -0.01 1.61 4.41
H 1.17 4.35 3.65
H 1.73 2.81 3.01
H 1.87 3.13 4.73


[9]
48
Properties=species:S:1:pos:R:3 method="wB97M-V/def2-TZVPD" molar_mass_g_mol=392.4 orbital_gap_ev=8.34 lumo_energy_ev=-0.699 largest_force_ev_per_a=5.06 homo_ev=-9.04
O 0.65 1.89 0.60
O 2.04 0.46 -2.81
O -3.49 -1.85 -2.00
O -2.25 1.06 1.65
O 0.94 -2.66 2.03
O 1.48 -0.20 3.42
O -1.59 -2.78 -0.45
O 1.29 -2.21 -0.59
O 3.85 -1.09 -0.45
C 0.38 1.26 1.65
C 1.10 -0.09 -2.14
C -1.71 -0.07 -4.66
C -2.77 -0.65 -3.89
C -0.49 0.04 -4.04
C -2.45 -1.18 -2.64
C -0.16 -0.42 -2.76
C -1.19 -1.01 -2.07
C -3.07 3.43 2.04
C -1.02 1.52 2.17
C -2.10 2.38 1.32
C 3.49 1.12 2.05
C 0.49 -1.32 1.65
C 0.30 -1.42 0.09
C 1.26 -0.02 2.05
C -1.14 -1.44 -0.56
C 1.46 -0.73 -0.75
C 2.64 0.00 1.41
C 2.73 -0.16 -0.11
H -3.08 -2.31 -1.24
H 0.79 -3.28 1.33
H 1.91 -1.04 3.66
H -0.92 -3.37 -0.78
H 3.50 -1.72 -1.16
H -1.73 0.34 -5.71
H -3.74 -0.77 -4.34
H 0.28 0.53 -4.63
H -2.74 4.43 1.76
H -4.09 3.35 1.77
H -3.09 3.43 3.09
H -0.90 1.53 3.26
H -1.68 2.77 0.42
H 2.91 2.05 2.17
H 4.51 1.29 1.55
H 3.73 0.97 3.21
H -0.53 -1.25 2.10
H -1.80 -0.79 0.05
H 3.14 -0.87 1.85
H 2.87 0.84 -0.56


[10]
83
Properties=species:S:1:pos:R:3 method="wB97M-V/def2-TZVPD" charge=-2 relative_energy_kj_mol=532.5 molar_mass_g_mol=919.2 orbital_gap_ev=3.71 lumo_energy_ev=3.650 largest_force_ev_per_a=5.80 homo_ev=-0.06
Sr -0.38 0.17 0.15
N -1.43 -2.68 -2.87
C -0.63 -3.74 -2.27
C -0.42 -3.48 -0.78
N -0.03 -2.11 -0.53
C 0.34 -2.04 1.06
C -0.92 -2.00 2.03
N -1.30 -0.67 2.55
C 1.33 -1.71 -1.19
C 2.46 -0.85 -0.41
N 3.25 -1.84 0.31
H -1.72 -2.92 -3.81
H -2.24 -2.40 -2.34
H -1.04 -4.75 -2.36
H 0.34 -3.75 -2.78
H -1.35 -3.66 -0.23
H 0.33 -4.20 -0.41
H 0.96 -2.90 1.26
H 0.98 -1.16 1.19
H -1.77 -2.43 1.52
H -0.62 -2.71 2.80
H -2.21 -0.76 2.97
H -0.61 -0.46 3.28
H 1.86 -2.66 -1.31
H 1.18 -1.32 -2.20
H 3.00 -0.45 -1.27
H 2.24 0.01 0.25
H 3.48 -2.63 -0.28
H 4.10 -1.45 0.70
Br -5.89 2.21 0.46
C -5.22 0.44 0.38
C -5.44 -0.42 1.42
C -4.95 -1.73 1.30
C -4.34 -2.09 0.11
N -4.15 -1.26 -0.92
C -4.52 0.02 -0.76
H -5.97 -0.09 2.31
H -5.09 -2.45 2.09
H -4.01 -3.11 -0.03
H -4.36 0.71 -1.58
F 5.06 0.32 8.85
C 4.39 0.08 7.71
C 3.28 -0.74 7.71
F 2.88 -1.31 8.86
C 2.60 -0.98 6.53
F 1.54 -1.80 6.62
C 2.97 -0.43 5.31
Se 2.08 -0.84 3.68
C 4.09 0.41 5.35
F 4.56 0.98 4.24
C 4.79 0.66 6.52
F 5.87 1.46 6.51
S -2.40 2.08 -0.22
F 1.12 2.09 0.30
C -2.89 4.28 -3.06
S -1.34 3.46 -3.42
C -0.38 4.14 -2.04
O -0.81 4.12 -4.67
H -2.74 5.36 -3.16
H -3.19 3.99 -2.05
H -3.62 3.93 -3.79
H -0.04 3.31 -1.43
H -0.98 4.80 -1.42
H 0.45 4.67 -2.52
O -0.62 -0.23 -8.51
C 0.36 -1.04 -7.89
N 0.69 -0.58 -6.57
C 1.93 -0.12 -6.24
O 2.89 -0.24 -6.98
C 2.05 0.53 -4.90
C 3.32 0.75 -4.37
C 3.44 1.36 -3.14
C 2.28 1.73 -2.45
N 1.07 1.55 -2.97
C 0.96 0.98 -4.16
H -0.34 0.69 -8.44
H 1.30 -1.06 -8.45
H -0.07 -2.04 -7.86
H -0.08 -0.43 -5.93
H 4.18 0.42 -4.94
H 4.41 1.54 -2.69
H 2.29 2.16 -1.45
H -0.06 0.93 -4.53


[11]
14
Properties=species:S:1:pos:R:3 method="wB97M-V/def2-TZVPD" relative_energy_kj_mol=358.1 molar_mass_g_mol=135.6 orbital_gap_ev=9.49 lumo_energy_ev=0.525 largest_force_ev_per_a=5.69 homo_ev=-8.97
C 1.43 0.18 -1.55
C 0.45 -0.54 0.68
C -0.85 -0.07 1.48
H -0.89 1.48 -0.52
H 1.11 1.01 -2.24
H 2.47 -0.81 -2.99
H 0.68 -2.01 1.95
H -1.05 -0.91 2.19
H -0.64 0.95 2.20
N 0.67 0.33 -0.39
N 2.19 -0.86 -1.89
N 1.14 -1.52 1.14
O 0.15 1.55 -0.60
Cl -2.18 0.28 0.50


[12]
16
Properties=species:S:1:pos:R:3 method="wB97M-V/def2-TZVPD" relative_energy_kj_mol=138.3 molar_mass_g_mol=102.2 orbital_gap_ev=9.49 lumo_energy_ev=0.854 largest_force_ev_per_a=4.02 homo_ev=-8.63
C 1.21 -0.64 2.22
C 0.86 -1.57 1.32
C 0.21 1.72 -0.06
C -1.09 -0.31 -2.19
O 0.27 -1.51 0.11
Si -0.82 0.14 -0.34
H 1.91 -0.88 3.05
H 1.18 0.36 1.96
H 1.04 -2.57 1.61
H 1.16 1.88 -0.57
H -0.45 2.46 -0.52
H 0.41 1.92 1.00
H -0.46 -1.04 -2.69
H -2.10 -0.74 -2.09
H -1.11 0.46 -3.03
H -2.21 0.33 0.22